Here is a cluster of 3 separate species, CH9N3O2 in total at a distorted geometry from the Open Molecules 2025 dataset. Energies are from ωB97M-V/def2-TZVPD.

```
! RIJCOSX wB97M-V def2-TZVPD def2/J DEFGRID3
* xyz 0 1
N 0.0272 0.3465 -1.9501
C 0.8272 -0.1194 -1.0437
N 0.4470 -0.8733 0.0452
N 2.2134 -0.0181 -1.1839
H 0.4513 0.2555 -2.8581
H -0.4086 -0.5334 0.4631
H 1.2699 -0.8206 0.6325
H 2.7491 -0.8732 -1.1327
H 2.5876 0.5367 -1.9286
O -1.4368 -1.1794 3.1850
H -0.9800 -0.5595 3.7907
H -2.3944 -0.9904 3.1846
O -1.6970 1.4702 -0.0446
H -1.2597 1.2859 -0.9079
H -2.3962 2.0726 -0.2516
*
```

Orbital gap ... 10.04 eV
LUMO level ... 0.82 eV
Relative energy (zero: lowest compared OMol25 entry of this formula, charge and spin) ... 71.8 kJ/mol
HOMO energy ... -0.3389 Eh
SMILES ... N=C(N)N.O.O
Calculated total energy ... -358.24420 Eh